C44H52Cl6F3N7NiO3 | the ωB97M-V functional and the def2-TZVPD basis

## Properties
multiplicity: 3
Kohn-Sham gap (alpha / beta): 8.39 / 8.32 eV
strongest force on any atom: 2.2 eV/Å
molar mass: 1055.35 u
HOMO energy (alpha / beta): -7.98 / -7.90 eV
calculated total energy: -6885.86004 Eh
net charge: 0
expectation value of S²: 2.004
lowest unoccupied orbital energy (alpha / beta): 0.015 / 0.015 Ha

Last column: Mulliken spin population.
Atoms and positions in Å:
Ni -8.69068 19.69077 23.70771  1.74
C -11.08789 19.67069 22.22449  0.00
O -10.98415 20.13702 23.56604  0.01
O -9.83664 19.25185 21.96813  0.05
C -12.28830 18.70662 22.07198  0.00
F -12.44387 17.91702 23.17927  0.00
F -13.44672 19.38506 21.96233  0.00
F -12.16064 17.89355 21.02532  0.00
C -11.87393 21.13687 24.04464  0.00
C -11.42398 21.55095 25.42664  0.00
H -10.49440 22.10305 25.32497  0.00
H -12.18875 22.20592 25.85296  0.00
H -11.36526 20.66371 26.04956  0.00
H -12.89930 20.75840 24.05086  0.00
H -11.84907 22.04963 23.43556  0.00
H -11.35454 20.52708 21.57708  0.00
C -8.69671 20.95797 27.85595  0.01
C -7.74205 20.30075 26.84690  -0.01
O -8.20507 20.47180 25.56585  0.07
H -8.36212 20.90128 28.89585  0.00
H -9.67048 20.46747 27.74456  0.00
H -8.92298 22.00317 27.62283  0.00
H -7.69898 19.23091 27.12388  0.01
H -6.72344 20.70161 26.98800  0.00
N -6.84643 19.03596 23.05109  0.05
C -5.70880 19.31064 23.72050  -0.01
C -4.49648 18.75505 23.38084  0.00
C -4.38208 17.95566 22.25229  0.00
C -5.51431 17.78443 21.44899  0.01
C -6.69252 18.35587 21.91072  0.00
H -5.83192 19.94099 24.59324  0.00
H -3.61117 18.93222 23.97604  0.00
H -3.46456 17.40630 22.08860  0.00
H -5.40956 17.09162 20.62762  0.00
H -7.57330 18.17409 21.30080  0.00
N -4.71379 17.08578 30.57188  0.00
C -5.85388 17.24686 29.87338  0.00
C -6.46588 18.47738 29.77521  0.00
C -5.90001 19.57089 30.43388  0.00
C -4.82467 19.38384 31.27970  0.00
C -4.30442 18.08459 31.33623  0.00
H -6.13773 16.35569 29.33165  0.00
H -7.33135 18.62738 29.14366  0.00
H -6.27245 20.56718 30.22559  0.00
H -4.46860 20.19378 31.90030  0.00
H -3.39741 17.93216 31.91285  0.00
N -6.95547 24.64539 25.75115  0.00
C -7.39947 23.99783 26.84073  0.00
C -7.84821 24.64164 27.98836  0.00
C -8.00222 26.02315 27.89163  0.00
C -7.63812 26.71075 26.75310  0.00
C -7.11944 25.95616 25.70970  0.00
H -7.37882 22.91382 26.81856  0.00
H -8.20007 24.11289 28.86158  0.00
H -8.45728 26.62947 28.66887  0.00
H -7.76552 27.78149 26.69298  0.00
H -6.73589 26.52247 24.86384  0.00
N -4.03712 20.45624 25.33864  0.00
C -3.40887 19.63847 26.17696  0.00
C -3.45450 19.81788 27.55648  0.00
C -4.01896 20.97512 28.07006  0.00
C -4.63071 21.85743 27.18944  0.00
C -4.63703 21.53876 25.82897  0.00
H -2.84430 18.81843 25.74792  0.00
H -2.97755 19.15238 28.26642  0.00
H -3.83351 21.24394 29.10084  0.00
H -5.09717 22.76446 27.54631  0.00
H -5.02212 22.24690 25.10421  0.00
N -6.41605 14.25454 27.43093  0.00
C -5.21531 14.72493 27.07655  0.00
C -4.98030 16.02803 26.66644  0.00
C -6.06566 16.89957 26.63075  0.00
C -7.33066 16.35463 26.80674  0.00
C -7.46590 15.04637 27.22348  0.00
H -4.36687 14.06590 27.21319  0.00
H -3.96938 16.34848 26.45357  0.00
H -5.94460 17.94350 26.37052  0.00
H -8.15090 17.06324 26.75868  0.00
H -8.45974 14.71673 27.50463  0.00
N -9.26064 17.85705 24.56701  0.05
C -8.79547 16.66869 24.14070  0.00
C -9.16826 15.44500 24.61954  0.00
C -10.11516 15.38623 25.64084  0.00
C -10.67366 16.56616 26.07669  0.00
C -10.22737 17.76482 25.49458  -0.01
H -8.10077 16.67302 23.30849  0.00
H -8.78765 14.53159 24.18665  0.00
H -10.48440 14.41699 25.95229  0.00
H -11.43269 16.60991 26.84179  0.00
H -10.53921 18.68965 25.96248  0.00
N -8.13717 21.64566 22.91354  0.04
C -7.55802 21.79135 21.70419  0.00
C -7.17454 23.02456 21.18266  0.00
C -7.33769 24.16630 21.94818  0.00
C -7.96542 24.02008 23.17230  0.00
C -8.23756 22.75317 23.65484  -0.01
H -7.52241 20.89588 21.10145  0.00
H -6.74085 23.11461 20.19608  0.00
H -7.19794 25.16431 21.55417  0.00
H -8.11010 24.87848 23.81478  0.00
H -8.64640 22.65056 24.65024  0.00
C -11.35726 18.22910 28.96484  0.00
Cl -10.92768 18.93181 30.50574  0.00
Cl -12.70681 19.09982 28.11286  0.00
H -10.44178 18.34280 28.39076  0.00
H -11.60738 17.17665 29.02058  0.00
C -8.93605 21.67028 31.85997  0.00
Cl -8.50982 20.65470 33.24198  0.00
Cl -7.67464 22.91051 31.54605  0.00
H -9.11058 21.09782 30.95677  0.00
H -9.84225 22.19926 32.13369  0.00
C -11.63546 23.43384 28.72025  0.00
Cl -11.02971 24.72331 29.77899  0.00
Cl -12.07241 21.97149 29.58995  0.00
H -12.49610 23.76494 28.14530  0.00
H -10.88159 23.20768 27.96978  0.00